Entry 1:
C4H5NO2 in the gas phase, computed with ωB97M-V/def2-TZVPD.

Last column: Löwdin charge in e.
Element x y z (Å)
O 2.002 1.559 0.461  0.0928
C 2.005 0.359 0.533  -0.1552
C 0.898 -0.544 0.004  -0.4282
O 1.025 -1.745 0.131  0.0991
N -0.150 0.057 -0.663  -0.0155
C -1.417 -0.625 -0.595  -0.0976
C -1.258 0.742 -0.019  -0.0758
H 2.813 -0.235 1.001  0.1295
H -1.398 -1.497 0.054  0.1119
H -1.938 -0.749 -1.539  0.1115
H -1.637 1.595 -0.577  0.1097
H -1.241 0.878 1.061  0.1178

## Properties
ΔE to the lowest compared entry with this formula, charge and spin = 191.28 kJ/mol
E_LUMO = -0.32 eV
structure (SMILES) = O=CC(=O)N1CC1

Entry 2:
C3H8N2OS in the gas phase at a distorted geometry, computed with ωB97M-V/def2-TZVPD.

Last column: Löwdin charge in e.
Element x y z (Å)
N -1.040 1.898 -0.307  -0.0728
N 0.226 1.469 -0.156  -0.0425
C 0.395 0.360 0.685  -0.2509
C 1.716 -0.273 0.275  -0.2530
O 1.593 -1.182 -0.904  -0.1870
C -0.834 -0.735 1.025  -0.5401
S -1.963 -0.961 -0.316  0.6957
H -1.671 1.241 -0.775  -0.0132
H -1.195 2.794 -0.921  0.1308
H 2.456 0.579 -0.055  0.1322
H 2.084 -0.947 1.110  0.1189
H 1.097 -0.707 -1.755  0.1599
H -0.412 -1.731 1.549  0.1236
H -1.239 -0.014 1.769  0.0641
H -1.215 -1.791 -1.226  -0.0658

## Properties
ΔE to the lowest compared entry with this formula, charge and spin = 474.58 kJ/mol
E_LUMO = 0.35 eV
structure (SMILES) = N/N=C(/CO)CS

Entry 3:
A molecular structure, C2H4LuO3 at a distorted geometry, computed with ωB97M-V/def2-TZVPD.

Last column: Löwdin spin population.
Element x y z (Å)
O 0.163 -1.438 1.092  0.0846
C -0.912 -0.843 0.615  0.0105
C -0.879 0.527 0.349  0.0088
O -0.029 1.220 1.147  0.0794
Lu 1.748 0.035 1.569  0.7627
H -1.713 -1.463 0.184  0.0014
H -1.853 1.004 0.148  0.0012
H 0.304 0.641 -1.615  0.0017
O 1.452 0.514 -1.450  0.0482
H 1.719 -0.197 -2.038  0.0015

## Properties
⟨S²⟩ = 0.75
E_LUMO (spin up / spin down) = -0.23 / -1.21 eV
2S+1 = 2

Entry 4:
A molecular structure, C27H19CrN2O3S at a distorted geometry, computed with ωB97M-V/def2-TZVPD.

Last column: Löwdin spin population.
Element x y z (Å)
O 0.029 -5.518 5.297  0.0336
C -0.662 -4.750 4.778  0.0224
Cr -1.734 -3.311 4.121  1.0380
C -0.139 -2.315 4.205  -0.0088
O 0.873 -1.777 4.354  -0.0100
C -1.930 -2.883 5.982  0.0239
O -1.887 -2.683 7.101  0.0319
C -3.650 -4.269 3.607  0.0839
C -2.658 -4.661 2.707  0.0154
C -1.871 -3.691 2.038  0.0890
C -2.096 -2.291 2.138  0.1955
C -1.295 -1.307 1.286  0.4095
C -0.696 -0.572 0.454  0.3916
C 0.126 0.489 -0.198  0.1205
C 1.633 -0.066 -0.127  0.0371
C 2.725 0.847 -0.092  0.0231
C 4.055 0.409 -0.275  -0.0002
C 4.381 -0.939 -0.252  0.0289
C 3.358 -1.848 0.060  0.0022
C 2.027 -1.410 0.190  0.0207
C -3.035 -1.941 3.152  0.0806
C -3.834 -2.903 3.828  0.0132
H -4.262 -5.011 4.120  0.0048
H -2.477 -5.720 2.528  -0.0013
H -1.074 -4.029 1.374  0.0024
H 0.122 1.489 0.398  0.0817
H 2.566 1.918 0.023  0.0021
H 4.832 1.128 -0.520  -0.0006
H 5.403 -1.287 -0.508  0.0011
H 3.618 -2.902 0.123  -0.0001
H 1.292 -2.173 0.496  0.0024
H -3.182 -0.886 3.392  0.0024
H -4.594 -2.584 4.542  -0.0014
C 0.991 5.397 -5.328  0.0040
C 0.017 4.623 -4.652  0.0065
C 0.427 3.539 -3.864  0.0091
C 1.768 3.238 -3.766  0.0163
C 2.742 3.982 -4.433  -0.0035
C 2.352 5.081 -5.228  0.0157
S 2.066 1.867 -2.628  0.0101
C 0.396 1.896 -2.181  -0.0070
N -0.412 1.250 -1.284  0.1387
C -1.823 1.640 -1.614  0.0138
C -1.723 2.701 -2.704  0.0044
N -0.308 2.698 -3.004  0.0393
H 0.725 6.275 -5.949  0.0000
H -1.014 4.911 -4.766  0.0002
H 3.791 3.720 -4.319  -0.0004
H 3.122 5.670 -5.746  0.0006
H -2.318 0.789 -2.079  0.0067
H -2.384 1.989 -0.750  0.0050
H -2.311 2.474 -3.599  0.0024
H -2.070 3.704 -2.427  0.0022

## Properties
ΔE to the lowest compared entry with this formula, charge and spin = 16.23 kJ/mol
charge = +2
⟨S²⟩ = 3.79
E_LUMO (spin up / spin down) = -5.54 / -10.09 eV
2S+1 = 4